The following is a quantum chemistry calculation of a cluster of 7 separate species, C28H35F21O14 in total, from OMol25.

Calculated values
Gap between HOMO and LUMO, eV: 11.50
Relative energy (zero: lowest compared OMol25 entry of this formula, charge and spin), kJ/mol: 0.0
Structure (SMILES): CCOC(=O)C(F)(F)F.CCOC(=O)C(F)(F)F.CCOC(=O)C(F)(F)F.CCOC(=O)C(F)(F)F.CCOC(=O)C(F)(F)F.CCOC(=O)C(F)(F)F.CCOC(=O)C(F)(F)F
Electronic energy, eV: -115338.7857
Max |F|, eV/Å: 1.75

The geometry in XYZ format:
```
98
Properties=species:S:1:pos:R:3:lowdin_charge:R:1
F 5.03 4.77 1.42 0.171
F -1.02 -2.30 -3.10 0.154
F -0.20 3.43 -3.38 0.175
F -3.79 0.74 -0.34 0.167
F -6.15 -6.94 -1.68 0.162
F -2.71 -4.03 3.84 0.181
F 0.86 3.82 -1.54 0.166
F 3.30 3.81 0.54 0.161
F -0.63 -4.09 -1.96 0.178
F -7.83 -5.96 -0.70 0.157
F 3.48 5.96 0.47 0.176
F 2.13 3.29 7.84 0.167
F -2.59 1.91 -1.74 0.177
F 2.00 3.72 5.72 0.165
F -2.33 -3.25 5.83 0.169
F -6.30 -6.95 0.48 0.172
F 1.55 4.70 -3.39 0.165
F -0.80 -3.11 4.31 0.151
F 0.21 3.26 6.85 0.168
F -2.65 -0.25 -1.89 0.163
F 0.13 -2.19 -1.27 0.173
O 2.85 1.04 6.32 0.161
O -5.06 -4.62 -1.61 0.037
O 4.72 5.68 -1.74 0.038
O -3.57 -1.72 3.21 0.056
O -2.19 -0.66 4.62 0.157
O 2.29 1.77 -2.06 0.029
O 2.18 2.12 -4.28 0.175
O -5.77 -4.25 0.50 0.164
O 1.93 -2.15 -3.30 0.156
O 1.32 -4.28 -3.68 0.052
O 0.62 0.83 6.23 0.047
O -1.45 -0.34 0.66 0.146
O -0.64 1.61 -0.09 0.055
O 5.55 3.67 -1.18 0.158
C 0.71 -0.58 5.88 -0.171
C -0.10 -2.93 -2.35 -0.541
C -2.64 -1.65 4.13 -0.395
C -4.13 -0.47 2.78 -0.192
C 1.01 3.61 -2.85 -0.544
C -5.24 -2.45 -2.70 -0.040
C 1.89 2.39 -3.16 -0.397
C 4.92 4.66 -0.94 -0.404
C 1.50 2.97 6.71 -0.548
C 3.22 0.69 -2.20 -0.186
C -2.12 -3.05 4.52 -0.532
C 4.16 4.82 0.40 -0.543
C -5.22 -0.79 1.78 -0.051
C 1.19 -3.08 -3.17 -0.404
C -2.65 0.77 -1.04 -0.538
C 0.02 2.20 2.18 -0.035
C 2.54 -4.54 -4.42 -0.183
C -5.74 -4.88 -0.51 -0.400
C -6.51 -6.22 -0.61 -0.536
C 1.74 1.48 6.40 -0.421
C 0.93 -0.71 4.39 -0.063
C -4.45 -3.31 -1.72 -0.170
C 4.59 6.62 -3.92 -0.053
C -1.49 0.63 -0.05 -0.408
C 4.06 0.61 -0.92 -0.039
C 0.43 1.53 0.88 -0.184
C 2.43 -4.17 -5.88 -0.054
C 5.26 5.56 -3.07 -0.183
H -3.36 0.15 2.33 0.106
H 1.29 2.02 0.43 0.101
H -0.77 1.61 2.64 0.073
H 4.99 6.61 -4.93 0.083
H 2.19 -3.12 -6.02 0.082
H -5.69 0.12 1.42 0.083
H 1.69 -4.79 -6.38 0.082
H 1.05 -1.77 4.12 0.078
H 0.10 -0.33 3.81 0.055
H -5.94 -1.52 2.14 0.086
H 5.10 4.55 -3.44 0.125
H 1.54 -1.01 6.43 0.128
H 3.52 6.43 -3.97 0.070
H 4.99 0.10 -1.12 0.083
H 3.50 0.16 -0.10 0.074
H -4.71 -1.22 0.92 0.058
H 0.83 2.16 2.91 0.079
H 0.66 0.49 1.06 0.121
H -4.54 -1.70 -3.08 0.068
H 2.70 -5.62 -4.32 0.127
H 3.89 0.87 -3.05 0.127
H -0.22 -1.02 6.22 0.112
H 3.41 -4.36 -6.32 0.086
H -3.46 -3.51 -2.12 0.112
H -4.38 -2.86 -0.73 0.102
H 3.36 -4.02 -3.92 0.125
H 1.85 -0.22 4.09 0.084
H -6.05 -1.95 -2.18 0.082
H -4.50 0.06 3.66 0.133
H -0.22 3.25 2.01 0.088
H 2.73 -0.26 -2.42 0.100
H 4.24 1.64 -0.62 0.050
H 6.33 5.78 -2.99 0.133
H -5.63 -3.10 -3.48 0.083
H 4.73 7.60 -3.47 0.083
```